No. 1
{
  "formula": "C24H38AsIrN2O7PSSe2",
  "method": "ωB97M-V with the def2-TZVPD basis set",
  "symbols": ["Ir", "Se", "Se", "As", "S", "P", "O", "O", "O", "O", "O", "O", "O", "N", "N", "C", "C", "C", "C", "C", "C", "C", "C", "C", "C", "C", "C", "C", "C", "C", "C", "C", "C", "C", "C", "C", "C", "C", "C", "H", "H", "H", "H", "H", "H", "H", "H", "H", "H", "H", "H", "H", "H", "H", "H", "H", "H", "H", "H", "H", "H", "H", "H", "H", "H", "H", "H", "H", "H", "H", "H", "H", "H", "H", "H", "H", "H"],
  "coordinates": [[-0.185, 0.091, 0.385], [-0.474, -2.121, -0.306], [-0.282, 0.561, -2.056], [-0.568, -0.565, 3.807], [-3.200, 0.039, 0.379], [-0.546, -1.581, -2.466], [-3.476, -0.582, -0.877], [1.586, 2.354, -0.594], [-2.926, -0.857, 1.491], [1.834, -0.214, 0.151], [0.144, 1.950, 1.562], [-2.031, 1.040, 0.286], [0.099, -0.765, 2.269], [4.023, -0.008, 0.514], [-0.201, 4.145, 1.955], [3.168, -2.376, -3.871], [2.843, 0.527, 0.271], [-3.411, -1.961, -5.255], [0.816, -2.293, -3.382], [-2.056, -2.060, -3.279], [0.869, -0.046, 4.958], [4.176, -1.457, 0.693], [-1.961, 0.737, 3.971], [-0.717, 3.908, 3.302], [-4.565, 1.059, 0.809], [0.218, 3.148, 1.196], [-1.244, -2.265, 4.344], [-2.999, -2.865, -2.650], [-4.350, -2.777, -4.634], [0.590, -3.369, -4.243], [0.890, 3.479, -0.130], [1.659, -3.941, -4.916], [5.251, 0.796, 0.579], [-0.171, 5.548, 1.532], [-4.145, -3.230, -3.338], [2.941, -3.445, -4.733], [-2.256, -1.603, -4.583], [2.761, 2.035, 0.101], [2.110, -1.800, -3.190], [-5.249, -3.059, -5.166], [4.848, -1.844, -0.072], [4.170, -1.988, -3.745], [2.270, -0.960, -2.526], [3.628, 2.395, -0.455], [1.552, 4.340, -0.012], [4.604, -1.654, 1.674], [1.602, -0.850, 4.988], [1.328, 0.852, 4.550], [-1.770, 1.549, 3.272], [-0.410, -3.755, -4.392], [5.149, 1.622, 1.281], [5.528, 1.179, -0.403], [-2.854, -3.189, -1.627], [0.497, 0.148, 5.962], [-3.579, -1.607, -6.264], [0.693, 6.064, 1.950], [-1.074, 6.032, 1.898], [-4.642, 1.868, 0.086], [0.140, 3.724, -0.883], [-2.903, 0.264, 3.723], [-0.219, 4.585, 3.994], [-0.167, 5.641, 0.451], [6.052, 0.154, 0.933], [-4.883, -3.859, -2.858], [-1.565, -2.231, 5.384], [-0.463, -3.011, 4.221], [-5.447, 0.424, 0.750], [-0.518, 2.884, 3.594], [-4.426, 1.439, 1.820], [3.211, -1.942, 0.609], [-2.091, -2.501, 3.702], [-1.790, 4.098, 3.336], [1.487, -4.772, -5.587], [-1.519, -0.974, -5.071], [3.771, -3.889, -5.268], [2.796, 2.484, 1.101], [-1.968, 1.103, 4.999]],
  "forces_ev_per_angstrom": [[0.25, 0.60, -1.44], [-0.31, 0.25, 0.48], [0.19, -0.02, 0.02], [-0.10, -0.17, -0.20], [-0.06, -0.18, 0.98], [-0.10, 0.60, -0.47], [0.05, -0.11, -0.48], [0.04, 0.15, -0.10], [-0.22, 0.08, -0.03], [0.30, -0.24, 0.49], [0.05, -0.10, -0.12], [0.02, -0.93, 0.59], [0.01, 0.21, 0.23], [0.13, -0.04, -0.02], [-0.03, -0.01, 0.05], [-0.01, 0.00, 0.00], [-0.20, 0.01, -0.04], [0.01, 0.00, 0.00], [0.05, -0.08, 0.10], [-0.04, -0.14, 0.12], [-0.01, -0.01, 0.01], [0.03, 0.08, -0.01], [0.03, 0.04, -0.07], [0.06, 0.09, -0.06], [0.02, 0.18, -0.06], [-0.04, 0.10, -0.04], [-0.07, 0.04, 0.06], [0.00, 0.00, -0.06], [0.01, -0.01, 0.03], [0.04, -0.03, 0.02], [0.09, -0.14, 0.00], [-0.04, 0.00, 0.00], [-0.05, -0.05, 0.01], [0.00, -0.06, 0.01], [0.00, 0.01, -0.02], [0.02, 0.02, 0.02], [0.00, 0.02, -0.02], [-0.04, -0.05, 0.11], [-0.02, -0.03, -0.04], [0.01, 0.00, 0.01], [0.00, 0.01, -0.01], [-0.02, -0.01, 0.00], [0.00, 0.03, 0.00], [0.04, 0.01, -0.02], [0.03, 0.03, -0.02], [0.00, 0.01, 0.00], [0.02, 0.00, -0.01], [0.00, 0.01, 0.01], [-0.10, -0.22, 0.01], [0.01, 0.01, 0.01], [-0.01, 0.00, 0.00], [0.00, -0.01, -0.01], [-0.03, -0.02, 0.00], [0.00, -0.01, 0.02], [0.00, -0.01, 0.01], [0.02, -0.01, 0.01], [-0.01, -0.01, 0.01], [-0.01, -0.01, 0.02], [-0.02, 0.00, -0.01], [-0.10, -0.09, -0.01], [0.00, 0.03, -0.01], [0.00, -0.01, 0.00], [-0.01, -0.01, 0.01], [0.00, 0.01, 0.00], [0.00, 0.00, 0.01], [0.04, 0.00, 0.00], [0.01, 0.02, 0.05], [0.12, 0.15, 0.00], [-0.01, 0.00, -0.07], [-0.02, 0.01, 0.01], [-0.01, 0.00, -0.04], [-0.02, -0.01, -0.02], [0.01, 0.02, 0.01], [-0.01, -0.01, 0.00], [-0.01, 0.01, 0.01], [0.00, 0.02, 0.02], [-0.01, 0.02, -0.03]],
  "lowdin_spin": [0.423, 0.440, 0.018, 0.000, 0.006, 0.025, 0.007, 0.002, 0.004, 0.021, 0.002, 0.005, 0.000, 0.000, 0.002, 0.000, 0.000, 0.000, 0.008, 0.003, 0.000, 0.001, 0.000, 0.000, 0.003, 0.000, 0.000, 0.006, 0.000, 0.001, 0.000, 0.001, 0.000, 0.000, 0.001, 0.003, 0.000, 0.000, 0.006, 0.000, 0.000, 0.000, 0.000, 0.000, 0.000, 0.000, 0.000, 0.000, 0.000, 0.000, 0.000, 0.000, 0.006, 0.000, 0.000, 0.000, 0.000, 0.000, 0.000, 0.000, 0.000, 0.000, 0.000, 0.000, 0.000, 0.000, 0.000, 0.000, 0.000, 0.002, 0.000, 0.000, 0.000, 0.000, 0.000, 0.000, 0.000],
  "homo_lumo_gap_ev": [7.998, 5.593],
  "charge": 2,
  "s_squared": 0.755,
  "lumo_ha": [-0.1996, -0.2857],
  "energy_ha": -9455.57286,
  "mol_weight_g_mol": 954.7,
  "de_lowest_kj_mol": 0.0,
  "multiplicity": 2
}

No. 2
{
  "formula": "C24H38Cl2F11I2N4O8S2",
  "method": "ωB97M-V with the def2-TZVPD basis set",
  "symbols": ["I", "I", "Cl", "Cl", "S", "S", "F", "F", "F", "F", "F", "F", "F", "F", "F", "F", "F", "O", "O", "O", "O", "O", "O", "O", "O", "N", "N", "N", "N", "C", "C", "C", "C", "C", "C", "C", "C", "C", "C", "C", "C", "C", "C", "C", "C", "C", "C", "C", "C", "C", "C", "C", "C", "H", "H", "H", "H", "H", "H", "H", "H", "H", "H", "H", "H", "H", "H", "H", "H", "H", "H", "H", "H", "H", "H", "H", "H", "H", "H", "H", "H", "H", "H", "H", "H", "H", "H", "H", "H", "H", "H"],
  "coordinates": [[4.004, 3.371, 4.163], [1.365, 1.658, 4.031], [1.136, 3.620, -1.761], [-0.024, 0.787, -0.945], [0.567, 5.533, 0.239], [2.723, -2.463, -2.930], [0.425, 5.791, 1.771], [2.803, -0.884, -2.800], [2.607, -4.029, -3.120], [3.832, -2.675, -1.834], [3.089, -7.763, -2.719], [2.694, -0.915, -0.260], [3.841, -2.421, -4.027], [1.624, -2.292, -4.061], [0.302, -1.851, -2.070], [2.395, -2.913, 0.453], [0.989, -3.704, -1.364], [-6.765, -4.035, 2.107], [4.544, -7.830, -5.842], [6.603, -8.581, -5.315], [-0.655, 6.010, -0.315], [5.093, -8.117, -3.697], [-2.104, -0.842, 1.137], [1.744, 6.109, -0.298], [-3.612, -2.472, 1.562], [0.097, 1.215, 0.805], [-0.934, 3.430, -0.360], [-3.124, 2.811, -0.060], [-1.904, 3.943, 1.687], [1.120, 2.427, 0.880], [3.598, 1.436, 1.166], [1.772, -1.890, -0.176], [0.446, 3.589, -0.112], [-1.602, 1.577, 2.700], [-3.552, 3.998, -0.817], [-2.196, 0.658, 3.498], [-1.838, 2.941, 0.638], [2.483, 2.049, 0.296], [0.640, -0.114, 1.385], [-2.409, 0.478, 0.701], [-1.394, 1.513, 1.216], [3.920, -7.334, -3.701], [3.467, 4.653, 1.597], [1.327, 3.041, 2.341], [3.357, -7.601, -5.081], [0.569, -1.458, 0.675], [-4.998, 3.767, -1.306], [-5.341, -4.068, 2.107], [1.367, -2.465, -1.579], [2.545, 4.031, 2.657], [5.528, -8.218, -4.991], [-2.891, -1.833, 0.547], [-4.768, -3.128, 1.050], [-5.049, -5.091, 1.855], [-3.551, 4.920, -0.234], [4.480, 4.265, 1.652], [-3.586, -1.441, -0.206], [-3.366, 0.726, 1.163], [-2.780, 3.922, 2.193], [-4.988, -3.813, 3.101], [-2.590, 0.486, -0.368], [-3.176, 0.240, 3.304], [-5.671, 4.532, -0.925], [-7.070, -3.994, 1.195], [4.182, -6.292, -3.513], [-2.944, 4.147, -1.704], [0.581, -2.181, 1.496], [-4.491, -3.708, 0.164], [-1.688, 0.394, 4.421], [2.395, 1.446, -0.603], [2.737, -8.498, -5.088], [0.089, -0.248, 2.310], [-0.340, -1.729, 0.161], [4.341, 2.169, 1.464], [0.411, 3.567, 2.586], [-5.365, 2.778, -1.038], [2.103, 4.827, 3.241], [-3.851, 2.645, 0.626], [-1.145, 3.138, -1.298], [-5.528, -2.383, 0.792], [3.580, 5.714, 1.813], [1.654, 0.016, 1.736], [2.951, 2.943, -0.096], [3.308, 0.894, 2.059], [-1.182, 2.388, 3.270], [-2.234, -2.572, 0.066], [-5.049, 3.833, -2.391], [2.792, -6.767, -5.487], [3.171, 4.586, 0.564], [4.154, 0.732, 0.550], [-1.789, 4.871, 1.300]],
  "forces_ev_per_angstrom": [[0.90, 0.84, 0.04], [-1.19, -0.68, -0.04], [0.42, 0.13, 0.18], [0.05, 0.20, 0.26], [-0.87, 0.66, -2.01], [-0.47, -0.28, -0.38], [0.57, -0.14, 0.34], [0.16, 0.15, 0.09], [0.16, -0.14, 0.10], [0.12, 0.13, 0.14], [0.03, 0.01, 0.01], [-0.07, 0.43, -0.20], [0.00, 0.09, 0.03], [-0.03, 0.06, -0.07], [-0.50, 0.97, -0.36], [0.11, -0.22, 0.17], [-0.21, -1.15, 0.22], [0.10, 0.35, 0.19], [-0.05, 0.04, 0.10], [0.04, -0.06, 0.00], [-0.32, -0.12, 0.52], [0.10, 0.27, -0.09], [0.45, 0.23, -0.38], [0.67, -0.13, 0.90], [-0.07, 0.18, 0.01], [0.06, -0.87, -1.38], [0.61, -0.59, 0.50], [0.39, 0.00, -0.27], [0.78, 0.08, 0.34], [0.87, 1.71, 0.13], [0.30, -0.33, -0.14], [0.18, -0.01, 0.22], [-0.61, -0.60, -0.02], [0.80, -0.87, 0.94], [-0.96, -0.04, -0.33], [-0.22, 0.50, -0.54], [-0.68, 0.68, -0.54], [0.75, -0.62, -0.14], [-0.14, -0.50, 1.37], [-0.27, -1.00, 0.00], [-2.79, 1.32, 0.52], [-0.06, -0.27, 0.00], [0.32, 0.40, -0.04], [0.00, -0.51, 0.43], [-0.10, 0.10, -0.11], [0.15, -0.67, -0.29], [0.16, 0.17, -0.22], [-0.44, -0.43, -0.69], [0.64, -0.02, 0.01], [0.47, -0.35, 0.08], [-0.04, -0.12, -0.03], [-0.20, -0.54, 0.23], [0.19, -0.07, 0.34], [0.33, -0.02, 0.30], [0.38, 0.00, 0.09], [-0.08, -0.20, -0.07], [0.10, 0.27, -0.02], [0.04, 0.33, 0.01], [0.03, -0.17, 0.11], [-0.04, 0.10, 0.04], [0.32, 0.17, -0.10], [0.57, -1.18, -0.52], [-0.09, -0.11, 0.15], [-0.07, -0.15, 0.05], [-0.08, 0.01, 0.11], [0.32, 0.00, 0.19], [0.07, 0.15, 0.17], [-0.09, 0.09, -0.14], [-0.78, 0.94, 0.74], [-0.40, -0.13, 0.09], [0.01, -0.02, 0.13], [-0.30, 0.17, -0.11], [-0.17, 0.53, -0.08], [-0.20, 0.16, 0.14], [0.02, 0.16, -0.09], [-0.06, 0.00, 0.12], [-0.29, 0.00, -0.12], [0.05, -0.15, 0.06], [-0.13, 0.10, -0.05], [0.02, 0.05, -0.10], [-0.13, 0.04, -0.01], [0.12, 0.49, -0.44], [-0.42, 0.21, -0.01], [-0.11, 0.06, 0.07], [1.22, -0.32, -0.30], [0.04, 0.05, -0.07], [0.00, -0.05, -0.03], [0.15, 0.04, -0.12], [-0.34, 0.07, -0.08], [-0.07, -0.06, -0.03], [-0.21, -0.04, -0.19]],
  "mulliken_charge": [0.044, 0.260, -0.052, 0.105, 1.452, 1.491, -0.213, -0.300, -0.338, -0.299, -0.291, -0.222, -0.300, -0.311, -0.255, -0.340, -0.285, -0.533, -0.325, -0.469, -0.579, -0.331, -0.171, -0.657, -0.296, 0.491, -0.162, -0.346, 0.017, 2.139, -1.900, 1.356, -0.671, -1.186, -0.195, -1.358, -0.851, -2.281, 0.056, -3.063, 3.306, 0.475, -1.501, -1.846, -0.428, -2.255, -1.216, -0.336, 0.435, -0.780, 0.606, -0.564, -0.461, 0.262, 0.291, 0.519, 0.563, 0.371, 0.291, 0.294, 1.059, 0.248, 0.326, 0.297, 0.198, 0.290, 0.746, 0.346, 0.227, 0.934, 0.290, 0.129, -0.043, 0.445, 0.878, 0.313, 0.955, 0.441, 0.678, 0.302, 0.268, 0.494, 1.001, 0.323, 0.871, 0.312, 0.339, 0.265, 0.394, 0.366, 0.453],
  "homo_lumo_gap_ev": 6.378,
  "charge": 1,
  "lumo_ha": -0.1634,
  "energy_ha": -5168.30020,
  "mol_weight_g_mol": 1108.4
}

No. 3
{
  "formula": "C24H38F5N2O9P",
  "method": "ωB97M-V with the def2-TZVPD basis set",
  "symbols": ["P", "F", "F", "F", "F", "F", "O", "O", "O", "O", "O", "O", "O", "O", "O", "N", "N", "C", "C", "C", "C", "C", "C", "C", "C", "C", "C", "C", "C", "C", "C", "C", "C", "C", "C", "C", "C", "C", "C", "C", "C", "H", "H", "H", "H", "H", "H", "H", "H", "H", "H", "H", "H", "H", "H", "H", "H", "H", "H", "H", "H", "H", "H", "H", "H", "H", "H", "H", "H", "H", "H", "H", "H", "H", "H", "H", "H", "H", "H"],
  "coordinates": [[-1.318, 5.202, 0.650], [3.098, -4.393, 0.585], [2.363, -3.596, 2.482], [2.312, -5.999, 2.983], [0.378, -5.982, 2.026], [2.140, -6.634, 0.951], [-0.901, 6.758, 0.931], [1.539, -2.545, -0.226], [-1.692, 4.050, -0.219], [1.392, -0.561, 0.822], [-0.574, 4.561, 1.943], [-1.158, -1.768, -0.318], [-2.626, -2.288, -5.318], [-2.794, 5.524, 1.301], [-2.096, -3.569, -3.572], [4.102, -1.398, -0.884], [-2.228, 0.135, 1.299], [-1.337, -2.238, 0.993], [-3.994, 5.076, 0.663], [-2.118, -2.384, -4.247], [-0.128, -3.006, 1.569], [5.609, -1.040, 1.475], [-1.483, -1.217, -3.567], [3.557, -1.332, 0.324], [0.362, -4.101, -1.904], [5.429, -1.252, -0.929], [-1.684, -1.039, 1.958], [-4.486, 3.773, 1.244], [4.226, -1.166, 1.528], [-0.997, 7.726, -0.141], [-2.431, 8.007, -0.545], [2.056, -1.445, 0.368], [-0.992, -4.404, -3.998], [0.735, 4.007, 1.798], [1.807, 5.076, 1.684], [-0.389, -5.112, -2.806], [2.003, -4.286, 1.374], [6.188, -1.071, 0.215], [0.207, -4.506, -0.438], [0.900, -3.550, 0.575], [1.674, -5.754, 1.836], [-0.414, 7.382, -0.998], [1.721, 5.793, 2.500], [1.713, 5.634, 0.749], [-2.438, -1.391, 2.660], [-0.852, -4.591, -0.214], [-1.380, -5.110, -4.731], [-3.847, 4.979, -0.413], [-1.184, -5.610, -2.257], [0.907, 3.401, 2.687], [0.371, -2.329, 2.259], [-0.255, -3.772, -4.495], [0.629, -5.508, -0.392], [1.414, -4.184, -2.161], [7.259, -0.963, 0.118], [5.896, -1.295, -1.901], [-0.525, 8.634, 0.231], [-0.054, -3.124, -2.097], [-5.344, 3.395, 0.684], [0.761, 3.338, 0.932], [-2.883, 7.143, -1.039], [3.696, -1.150, 2.466], [-0.512, -3.803, 2.201], [-4.735, 5.863, 0.818], [-1.500, 0.623, 0.800], [-1.553, -0.338, -4.196], [6.201, -0.924, 2.368], [-4.786, 3.905, 2.285], [-3.703, 3.015, 1.232], [-2.470, 8.847, -1.239], [-3.038, 8.237, 0.329], [-2.988, -0.106, 0.680], [-0.454, -1.109, -0.328], [0.339, -5.813, -3.211], [2.800, 4.625, 1.709], [-0.789, -0.697, 2.469], [-2.228, -2.863, 0.981], [-1.985, -0.991, -2.629], [-0.440, -1.410, -3.326]],
  "forces_ev_per_angstrom": [[-4.45, -1.42, 5.38], [0.17, 0.01, 0.21], [0.03, 0.21, -0.05], [-0.09, 0.03, 0.18], [-0.20, 0.04, 0.05], [-0.24, -0.07, -0.23], [1.67, -0.84, -2.48], [0.34, -0.06, 0.50], [2.36, 1.55, -2.12], [-0.68, 0.24, 0.34], [0.22, 0.76, -0.82], [-0.12, -0.33, -0.48], [-0.41, -0.17, -0.77], [0.12, 0.18, -0.28], [0.53, -0.09, 0.41], [0.42, -0.01, 0.07], [-0.04, -0.09, 0.51], [0.14, 0.90, 0.62], [-0.07, -0.11, 0.04], [-0.03, 0.35, 0.03], [-0.04, 0.68, 0.21], [-0.64, -0.08, -0.56], [0.01, 0.34, 0.42], [-0.58, -0.28, 0.06], [-0.40, -1.09, -0.07], [-0.47, -0.01, 0.44], [-0.32, 0.00, -0.69], [0.03, -0.21, 0.27], [0.60, 0.11, -0.12], [-0.15, 0.20, -0.13], [-0.09, -0.19, 0.03], [0.69, 0.19, -0.30], [-0.47, -0.10, -0.08], [0.31, -0.12, -0.04], [-0.11, 0.10, -0.08], [0.31, 0.92, -0.10], [-0.07, -0.36, -0.68], [0.73, 0.03, 0.08], [0.45, 0.16, -0.53], [-1.27, -0.61, -0.07], [0.71, 0.01, 0.24], [0.03, 0.02, 0.02], [0.02, -0.03, 0.05], [0.03, -0.03, 0.00], [0.21, -0.05, 0.36], [-0.08, 0.06, 0.21], [0.01, -0.06, -0.10], [0.09, -0.04, 0.00], [-0.01, -0.28, -0.04], [-0.13, 0.01, 0.02], [0.20, 0.00, 0.02], [0.19, -0.04, -0.03], [-0.04, -0.09, 0.23], [0.13, 0.56, -0.11], [0.07, -0.01, -0.03], [0.01, 0.02, -0.13], [0.04, -0.09, 0.15], [0.22, 0.30, 0.20], [-0.01, 0.05, -0.01], [-0.05, -0.01, 0.03], [0.02, 0.03, -0.01], [-0.17, 0.03, 0.05], [0.12, -0.31, -0.11], [0.06, 0.04, 0.07], [-0.16, 0.11, -0.27], [0.03, 0.01, -0.22], [0.08, 0.03, 0.08], [-0.03, 0.03, 0.00], [0.02, 0.01, -0.13], [0.06, 0.01, 0.00], [0.03, 0.05, 0.02], [0.08, 0.12, -0.22], [0.07, 0.01, 0.18], [-0.17, -0.47, 0.15], [-0.02, -0.03, 0.00], [0.05, -0.17, 0.28], [0.04, -0.26, -0.36], [-0.03, -0.22, 0.17], [0.09, -0.10, 0.01]],
  "mulliken_charge": [1.172, -0.354, -0.354, -0.295, -0.234, -0.232, -0.317, -0.226, -0.764, -0.476, -0.322, -0.354, -0.567, -0.368, -0.305, -0.398, -0.465, 0.179, -0.311, 0.506, -2.551, -0.540, -0.394, 0.319, 0.360, -0.287, -1.085, -1.038, -0.673, -0.320, -0.992, 0.598, -0.731, -0.274, -1.065, -0.857, 0.873, -0.363, -1.871, 1.592, 0.687, 0.301, 0.266, 0.240, 0.445, 0.623, 0.391, 0.355, 0.410, 0.330, 0.602, 0.412, 0.426, 0.380, 0.379, 0.436, 0.337, -0.368, 0.368, 0.275, 0.251, 0.449, 0.727, 0.377, 0.198, 0.405, 0.448, 0.292, 0.136, 0.426, 0.242, 0.243, 0.283, 0.409, 0.406, 0.281, 0.652, 0.105, 0.161],
  "smiles": "CC(=O)OCCCC[C@](C[C@H](O)CN)(OC(=O)c1ccccn1)C(F)(F)C(F)(F)F.CCOP(=O)(OCC)OCC",
  "homo_lumo_gap_ev": 9.202,
  "charge": 0,
  "lumo_ha": 0.0086,
  "energy_ha": -2564.70191,
  "mol_weight_g_mol": 624.5
}